Density functional theory data (wB97M-V/def2-TZVPD) for C15H13Cl5N3O2S2Ti as an isolated structure.

```
41
Properties=species:S:1:pos:R:3:lowdin_spin:R:1
Ti 0.1765 0.9276 0.7485 0.95
Cl -2.2813 0.1532 -2.1945 0.00
C -1.8522 -1.0617 -0.9926 0.00
C -1.0155 -0.6878 0.0424 0.00
C -0.7567 -1.6738 0.9673 0.00
Cl 0.3314 -1.1376 2.2682 0.00
C -1.2502 -2.9671 0.9415 0.00
Cl -0.8498 -4.0938 2.1547 0.00
C -2.0930 -3.2950 -0.1261 0.00
Cl -2.7515 -4.8604 -0.2286 0.00
C -2.4015 -2.3344 -1.1047 0.00
Cl -3.4353 -2.7409 -2.4030 0.00
O 3.2596 3.4613 0.6929 0.00
S 2.3174 2.6929 1.4178 0.00
O 2.3120 1.2243 1.1779 0.02
N 0.7097 2.9723 1.0512 0.01
C 0.0099 2.8854 2.1989 0.02
S -1.5014 2.1452 2.0577 -0.03
C 0.8106 3.1084 3.4174 0.00
C 0.3925 3.3186 4.7177 0.01
C 1.3708 3.4865 5.6939 0.00
C 2.7249 3.4239 5.3819 0.01
C 3.1567 3.1888 4.0774 0.00
C 2.1739 3.0409 3.1258 0.00
H -0.6600 3.3695 4.9632 0.00
H 1.0721 3.6715 6.7165 0.00
H 3.4591 3.5573 6.1644 0.00
H 4.2080 3.1280 3.8313 0.00
N -0.4639 1.9045 -4.3168 0.00
C 0.7094 2.4973 -3.5656 0.00
C 0.5075 2.4754 -2.0553 0.00
N 0.8103 1.1847 -1.4041 0.01
H -0.2473 1.7888 -5.3101 0.00
H -1.2838 2.5134 -4.2530 0.00
H -0.7513 0.9911 -3.9407 0.00
H 0.8132 3.5200 -3.9224 0.00
H 1.5938 1.9365 -3.8646 0.00
H -0.5112 2.7707 -1.7950 0.00
H 1.1650 3.2298 -1.6266 0.00
H 1.8096 0.9928 -1.4605 0.00
H 0.3208 0.4155 -1.8557 0.00
```

LUMO energy (spin up / spin down) = -6.8109 / -7.0312 eV
spin multiplicity = 2
<S²> = 0.755
calculated total energy = -131714.93454 eV
relative energy (zero: lowest compared OMol25 entry of this formula, charge and spin) = 0.6 kcal per mole
orbital gap (spin up / spin down) = 7.595 / 7.431 eV
charge = +2
molecular weight = 556.55 g mol⁻¹
HOMO level (spin up / spin down) = -14.406 / -14.462 eV